# 1
The following is a DFT calculation (wB97M-V/def2-TZVPD) of a cluster of 8 separate species, C22H55N6O10S2 in total at a distorted geometry.

ORCA input file:
```
! wB97M-V def2-TZVPD RIJCOSX def2/J DEFGRID3
* xyz 1 1
S 1.928 -2.976 0.162
S -1.822 1.230 0.588
O 2.130 -1.998 -4.491
O 3.360 -3.048 -0.106
O 5.271 0.864 -2.370
O 2.322 5.626 -2.776
O 1.349 -4.298 0.231
O -3.691 0.006 -1.221
O -8.508 -4.686 2.720
O -1.820 -0.033 4.030
O -5.893 -1.265 3.883
O 3.648 3.879 0.537
N -2.661 -1.402 0.066
N -0.120 -2.119 -1.763
N 1.791 -0.888 -1.589
N 0.919 -0.366 -2.466
N -0.148 -1.051 -2.584
N -3.478 -2.157 -0.692
C -8.370 -5.452 0.432
C 3.358 -2.514 -5.015
C -7.221 -1.627 4.265
C 0.478 2.033 -0.870
C 3.629 5.462 -2.226
C 1.380 0.882 -3.102
C 5.499 3.939 2.094
C -2.743 -0.090 -0.200
C -1.067 2.320 -0.699
C -3.597 0.906 5.367
C -7.228 -2.184 5.675
C -8.826 -4.353 1.372
C 3.248 -4.007 -5.248
C -2.130 0.970 4.996
C -4.087 -1.253 -1.492
C 1.088 -1.987 -1.137
C 3.996 4.025 1.916
C 1.642 -2.055 1.731
C 6.943 -0.331 -1.088
C 6.085 -0.314 -2.337
C 4.523 6.616 -2.637
C 0.970 2.210 -2.358
H 7.561 -1.229 -1.052
H -7.290 -5.603 0.509
H -7.604 -2.364 3.554
H -4.225 1.059 4.485
H 0.714 1.048 -0.403
H 6.706 -0.337 -3.237
H 3.019 -4.529 -4.315
H 5.999 4.714 1.510
H 3.491 3.243 2.492
H 3.533 5.421 -1.143
H 0.901 0.914 -4.116
H 5.877 2.976 1.738
H -4.828 -1.572 -2.255
H 3.626 4.993 2.251
H -1.166 3.366 -0.321
H -5.350 -2.060 3.930
H 5.420 -1.180 -2.355
H -3.846 1.665 6.111
H 4.604 6.673 -3.726
H -1.624 2.173 -1.653
H 2.437 -4.225 -5.945
H 2.100 -2.586 2.598
H -8.345 -3.402 1.121
H 5.862 1.626 -2.364
H 7.595 0.545 -1.056
H -7.843 -0.734 4.204
H -8.845 -6.400 0.693
H 4.041 4.505 -2.572
H 4.178 -4.408 -5.654
H 2.482 0.879 -3.299
H -6.835 -1.448 6.379
H 2.412 5.652 -3.736
H -1.504 0.795 5.871
H 1.779 2.980 -2.368
H -6.588 -3.068 5.746
H -8.617 -5.209 -0.604
H -2.369 0.131 3.254
H 5.775 4.056 3.143
H 1.958 -2.457 -3.661
H -3.847 -0.077 5.769
H 3.565 -1.994 -5.950
H 3.969 3.017 0.246
H -9.906 -4.220 1.308
H -1.876 1.952 4.580
H 2.069 -1.021 1.629
H 0.117 2.658 -2.934
H 5.524 6.504 -2.217
H 6.318 -0.298 -0.193
H 4.165 -2.289 -4.309
H 1.025 2.802 -0.258
H 4.102 7.564 -2.299
H 0.527 -1.968 1.848
H -8.239 -2.459 5.981
H -7.552 -4.794 2.775
H 2.701 -0.497 -1.331
*
```

The orbital gap is 0.2499 Ha.

***

# 2
The following is a DFT calculation (wB97M-V/def2-TZVPD) of the ion C10H13N2S2 with charge +1 at a distorted geometry.

ORCA input file:
```
! wB97M-V def2-TZVPD RIJCOSX def2/J DEFGRID3
* xyz 1 1
S -1.866 0.059 0.021
S 2.580 -2.430 1.852
N -0.034 1.569 -1.533
N -0.083 -2.325 1.394
C -2.099 1.621 0.289
C 2.002 0.938 -0.306
C 0.806 -2.892 2.306
C 2.693 -0.012 0.473
C -0.137 -0.240 0.010
C 1.977 -1.155 0.834
C 0.675 0.734 -0.652
C -1.334 -2.970 1.049
C 0.449 2.761 -2.289
C 0.526 -1.249 0.746
H 2.631 1.742 -0.855
H 0.778 -3.936 2.319
H -1.319 -3.928 1.494
H -3.098 1.830 0.621
H -1.371 2.433 0.302
H -1.041 1.418 -1.764
H -2.247 -2.299 1.113
H -1.365 -3.174 0.023
H -0.337 3.587 -2.326
H 3.652 0.282 0.784
H 0.815 -2.385 3.215
H 1.417 3.104 -1.933
H 0.603 2.367 -3.271
*
```

Its relative energy (zero: lowest compared OMol25 entry of this formula, charge and spin) is 2.1008 eV. The orbital gap (spin up / spin down) is 0.1616 / 0.1614 Ha.

***

# 3
The following is a DFT calculation (wB97M-V/def2-TZVPD) of an isolated molecule of C26H30N2O4.

ORCA input file:
```
! wB97M-V def2-TZVPD RIJCOSX def2/J DEFGRID3
* xyz 0 1
O -0.075 -2.310 0.018
O -2.344 2.692 -0.699
O 1.927 1.410 -2.418
O -6.308 -0.637 -0.122
N -3.890 0.700 0.623
N 1.258 -0.456 -1.290
C 5.424 -0.135 0.953
C 4.120 -2.095 -0.533
C -2.405 3.476 0.484
C -0.019 -0.122 -0.832
C -5.389 -1.262 0.745
C 4.124 -0.807 -1.009
C -1.023 3.808 1.036
C 3.423 -0.481 -2.298
C 4.768 0.214 -0.258
C -2.617 0.410 0.133
C -4.570 -0.216 1.516
C -4.857 1.311 -0.276
C -0.595 1.126 -0.997
C 6.083 0.868 1.695
C -1.714 -4.046 -0.519
C -1.862 1.407 -0.510
C -0.767 -3.438 0.510
C -2.013 -0.840 0.314
C -5.646 0.229 -1.021
C 5.428 2.516 0.083
C 4.785 1.567 -0.663
C 4.756 -2.433 0.669
C -0.737 -1.114 -0.145
C 2.125 0.284 -2.020
C 5.401 -1.475 1.396
C 6.088 2.165 1.269
H 4.734 -3.459 1.008
H 6.596 2.928 1.842
H -1.159 -4.338 -1.407
H 5.901 -1.725 2.321
H -1.301 -3.193 1.437
H -5.264 0.383 2.117
H 3.633 -2.877 -1.101
H 4.269 1.863 -1.562
H -6.426 0.675 -1.641
H -1.119 4.469 1.894
H -3.856 -0.690 2.190
H -2.562 -1.613 0.823
H 5.429 3.546 -0.240
H 1.549 -1.383 -1.005
H -2.924 4.389 0.181
H -4.959 -0.348 -1.660
H -0.049 1.903 -1.504
H -5.982 -1.872 1.429
H -4.349 1.958 -0.989
H 0.025 -4.152 0.754
H -0.424 4.300 0.274
H -4.722 -1.916 0.163
H 3.178 -1.402 -2.831
H -2.197 -4.925 -0.100
H 4.050 0.136 -2.943
H -5.549 1.909 0.327
H -0.511 2.899 1.345
H -3.001 2.962 1.248
H -2.477 -3.330 -0.815
H 6.583 0.586 2.611
*
```

Its SMILES is CCOc1cc(N2CCOCC2)c(OCC)cc1NC(=O)Cc1cccc2ccccc12. Its relative energy (zero: lowest compared OMol25 entry of this formula, charge and spin) is 1.9841 eV. The orbital gap is 0.2849 Ha.

***

# 4
The following is a DFT calculation (wB97M-V/def2-TZVPD) of a cluster of 14 separate species, C42H112O14 in total at a distorted geometry.

ORCA input file:
```
! wB97M-V def2-TZVPD RIJCOSX def2/J DEFGRID3
* xyz 1 2
O -9.849 -30.898 9.445
O -15.644 -31.479 13.621
O -10.081 -30.287 2.056
O -15.558 -28.113 6.774
O -16.710 -30.382 6.070
O -15.509 -33.859 12.621
O -11.911 -25.343 12.057
O -11.659 -36.352 5.738
O -11.282 -24.928 5.125
O -8.855 -34.922 12.355
O -10.804 -26.216 14.231
O -5.945 -28.882 13.213
O -9.753 -33.669 16.188
O -6.564 -31.541 4.362
C -11.176 -31.215 9.000
C -11.607 -28.462 13.762
C -7.037 -35.034 10.867
C -11.088 -32.486 1.774
C -5.624 -32.736 5.958
C -7.814 -30.137 12.452
C -8.327 -34.293 11.351
C -10.500 -27.823 15.932
C -16.478 -31.648 6.378
C -9.778 -24.949 11.429
C -17.359 -28.027 8.452
C -12.061 -30.672 10.197
C -13.375 -33.360 11.476
C -10.431 -32.348 14.343
C -11.261 -26.671 10.223
C -10.962 -33.372 15.462
C -11.341 -30.947 3.941
C -11.226 -31.083 2.380
C -13.467 -25.246 6.079
C -15.360 -29.195 14.012
C -14.964 -31.983 6.463
C -6.115 -31.299 5.671
C -12.908 -35.451 7.624
C -11.130 -25.258 10.920
C -6.960 -27.881 11.535
C -14.870 -28.499 8.987
C -14.740 -34.023 11.453
C -12.488 -35.271 6.129
C -17.056 -30.072 12.355
C -15.899 -27.815 8.049
C -15.671 -30.237 12.967
C -12.018 -32.693 16.338
C -11.276 -30.554 7.688
C -11.327 -27.370 14.726
C -7.223 -30.913 6.606
C -17.181 -32.630 5.450
C -15.720 -33.406 10.359
C -11.904 -25.524 6.201
C -9.380 -34.094 10.254
C -11.390 -26.991 6.411
C -11.557 -34.038 6.131
C -7.264 -28.784 12.753
H -9.093 -25.010 10.584
H -8.150 -31.485 6.564
H -10.912 -34.101 7.007
H -13.924 -25.620 6.996
H -10.290 -33.587 10.573
H -13.455 -34.592 8.012
H -17.803 -30.223 13.134
H -14.960 -29.585 9.032
H -16.276 -31.344 14.331
H -11.236 -32.219 13.620
H -12.362 -27.148 14.986
H -12.376 -31.118 4.237
H -13.810 -24.259 5.768
H -10.327 -26.968 16.585
H -15.202 -33.222 9.418
H -16.007 -28.932 6.551
H -9.415 -25.613 12.213
H -11.431 -25.653 12.828
H -17.907 -28.934 8.197
H -12.291 -26.799 9.890
H -12.774 -34.010 12.113
H -16.224 -29.178 14.676
H -14.577 -31.183 7.093
H -11.004 -27.489 10.897
H -14.429 -31.866 5.521
H -6.467 -35.411 11.716
H -7.899 -28.370 13.536
H -17.501 -27.875 9.521
H -10.965 -28.549 16.599
H -11.986 -31.202 11.146
H -10.344 -26.982 6.718
H -16.595 -30.229 5.130
H -5.214 -32.732 6.969
H -13.835 -28.368 8.669
H -7.486 -30.799 13.253
H -7.605 -30.541 11.462
H -13.725 -25.934 5.274
H -5.659 -27.980 13.373
H -14.556 -29.496 14.683
H -14.842 -27.967 9.938
H -16.839 -31.659 7.407
H -9.371 -35.690 12.098
H -6.488 -34.559 10.054
H -11.576 -24.888 7.023
H -8.847 -33.481 9.527
H -16.654 -33.941 10.187
H -14.686 -32.966 6.842
H -13.451 -32.393 11.973
H -11.702 -31.832 16.927
H -9.563 -28.114 15.459
H -13.135 -30.607 10.027
H -15.609 -32.916 12.771
H -9.587 -32.754 13.786
H -17.151 -33.677 5.752
H -7.279 -35.963 10.352
H -15.892 -32.407 10.761
H -12.378 -33.337 17.141
H -12.093 -33.092 6.208
H -7.894 -27.520 11.103
H -17.844 -27.201 7.931
H -4.827 -33.061 5.289
H -12.014 -32.996 1.508
H -6.408 -28.378 10.737
H -12.618 -28.399 13.359
H -10.953 -28.445 12.890
H -11.083 -29.484 7.768
H -10.584 -31.601 4.374
H -7.007 -30.721 4.132
H -15.084 -28.197 13.671
H -17.123 -30.790 11.538
H -18.240 -32.428 5.289
H -11.121 -29.915 4.215
H -11.945 -27.563 7.156
H -12.972 -33.363 10.463
H -14.686 -35.074 11.172
H -12.857 -32.444 15.688
H -12.208 -30.584 7.125
H -10.564 -33.170 2.442
H -6.455 -33.441 5.969
H -6.968 -31.091 7.651
H -10.484 -30.906 7.027
H -11.935 -25.169 4.465
H -14.899 -30.202 12.198
H -6.381 -26.982 11.747
H -11.996 -35.662 8.183
H -10.811 -25.502 14.873
H -11.579 -36.231 4.789
H -13.355 -35.194 5.472
H -11.596 -29.736 10.506
H -10.428 -26.802 9.533
H -11.999 -30.611 1.774
H -11.471 -24.494 10.221
H -11.156 -32.301 8.906
H -8.146 -33.256 11.636
H -16.675 -32.653 4.485
H -5.264 -30.619 5.629
H -15.762 -26.738 7.951
H -9.686 -31.369 10.265
H -11.081 -33.732 5.199
H -9.982 -31.470 14.805
H -7.557 -29.883 6.482
H -8.872 -29.997 12.675
H -13.534 -36.331 7.775
H -9.667 -35.031 9.775
H -11.543 -27.499 5.459
H -9.583 -23.987 11.904
H -11.457 -29.393 14.309
H -9.978 -30.405 1.109
H -10.498 -32.619 0.867
H -17.140 -29.045 11.999
H -9.204 -34.286 15.698
H -11.391 -34.242 14.966
*
```

As for the expectation value of S²: 0.754. Its relative energy (zero: lowest compared OMol25 entry of this formula, charge and spin) is 5.6431 eV. The orbital gap (spin up / spin down) is 0.3132 / 0.0793 Ha.

***

# 5
The following is a DFT calculation (wB97M-V/def2-TZVPD) of an isolated molecule of C22H30ClN5O.

ORCA input file:
```
! wB97M-V def2-TZVPD RIJCOSX def2/J DEFGRID3
* xyz 0 1
Cl -2.582 -5.277 4.289
O -0.956 0.837 -1.010
N 2.227 -0.132 1.167
N 1.156 0.892 -1.775
N -2.424 1.343 -3.836
N 0.708 -1.586 3.059
N -1.937 1.786 -4.999
C 1.715 -0.640 3.468
C 2.155 0.596 -2.784
C -0.316 -2.011 3.863
C -0.876 -3.288 3.712
C 1.620 1.588 -0.595
C 3.629 0.074 -0.838
C 1.169 -1.033 0.745
C 1.852 0.475 2.429
C 3.563 0.741 -2.207
C -0.856 -1.183 4.859
C -3.174 2.279 -3.211
C -2.455 -2.869 5.496
C 1.014 -2.160 1.773
C -3.820 2.058 -1.893
C -1.897 -1.611 5.655
C 2.713 0.800 0.165
C -0.154 0.594 -1.899
C -1.926 -3.688 4.514
C -2.382 3.020 -5.131
C -0.571 -0.091 -3.191
C -2.084 0.016 -3.400
C -3.169 3.387 -4.034
H 4.653 0.074 -0.464
H -3.077 1.749 -1.160
H -0.279 -1.143 -3.136
H -4.287 2.980 -1.558
H 4.270 0.272 -2.893
H 0.201 -0.515 0.651
H 3.836 1.793 -2.120
H -3.662 4.322 -3.866
H 3.312 1.538 0.709
H -2.396 -0.696 -4.170
H 0.752 1.751 0.046
H 0.898 1.026 2.361
H -0.476 -0.183 4.996
H 2.021 -0.435 -3.127
H 1.950 -2.735 1.822
H 2.033 1.263 -3.648
H -0.485 -3.982 2.988
H 2.682 -1.161 3.533
H 3.319 -0.967 -0.932
H -0.080 0.369 -4.048
H -4.586 1.284 -1.959
H -2.294 -0.948 6.409
H -3.273 -3.203 6.112
H 2.013 2.567 -0.889
H -2.127 3.597 -5.998
H 0.205 -2.812 1.448
H 2.637 1.167 2.742
H -2.606 -0.195 -2.466
H 1.482 -0.226 4.446
H 1.422 -1.469 -0.222
*
```

Its SMILES is Cc1ccnn1CCC(=O)N1CCC[C@H](N2CCN(c3cccc(Cl)c3)CC2)C1. Its relative energy (zero: lowest compared OMol25 entry of this formula, charge and spin) is 0.0000 eV. The orbital gap is 0.3031 Ha.

***

# 6
The following is a DFT calculation (wB97M-V/def2-TZVPD) of a structure of composition C3H3BrO2 at a distorted geometry.

ORCA input file:
```
! wB97M-V def2-TZVPD RIJCOSX def2/J DEFGRID3
* xyz 0 3
Br 2.261 -1.321 -0.487
O 0.163 2.278 -0.013
O -0.436 -0.407 -1.326
C 1.040 1.529 0.104
C 0.631 -0.287 -0.419
C -0.659 -0.932 -0.025
H -0.824 -2.045 0.059
H -1.292 -0.298 0.709
H 2.181 1.763 0.440
*
```

As for the expectation value of S²: 2.012. Its relative energy (zero: lowest compared OMol25 entry of this formula, charge and spin) is 3.1735 eV. The orbital gap (spin up / spin down) is 0.2400 / 0.2817 Ha.